Entry one
This record from the OMol25 dataset describes a molecular structure, C5H13N2. The level of theory is ωB97M-V/def2-TZVPD.

XYZ file:
```
20
Properties=species:S:1:pos:R:3:mulliken_charge:R:1
C 0.73809 -1.00650 1.31960 -0.61
C 1.56286 0.07252 -2.34848 -0.15
C -0.68136 -1.07864 1.69747 0.29
C -1.07179 -0.31783 2.92305 -1.22
C -0.47237 1.25667 -2.57323 -0.81
N 0.44080 0.46130 -1.92590 -0.06
N -0.16023 -0.12318 0.57182 -0.48
H 1.58379 -0.45340 1.70646 0.28
H 1.04161 -1.73898 0.52430 0.33
H 2.06390 0.41508 -3.19618 0.31
H 2.20399 -0.53895 -1.72068 0.19
H -1.32727 -1.86775 1.26545 0.33
H -0.42358 0.56804 3.05178 0.32
H -0.99869 -1.01020 3.74397 0.35
H -2.12344 0.02904 2.89809 0.34
H -0.39719 2.16823 -1.99865 0.34
H -0.37210 1.52139 -3.62755 0.34
H -1.59231 0.83458 -2.39891 0.26
H -0.22536 0.85850 0.84157 0.25
H 0.21065 -0.04993 -0.75396 0.40
```

LUMO level in Eh: -0.129
Frontier orbital gap in eV: 10.876
Total charge: +1


Entry two
This record from the OMol25 dataset describes 2 unconnected molecules or ions with the total composition C5H13N2. The level of theory is ωB97M-V/def2-TZVPD.

XYZ file:
```
20
Properties=species:S:1:pos:R:3:mulliken_charge:R:1
C 2.31338 -0.08935 0.41540 0.00
C 2.06750 -0.51751 -0.82169 -0.80
C 2.48843 2.16629 0.32341 -0.32
N 1.99127 1.17904 0.94543 -0.43
H 2.70778 -0.78060 1.15482 0.38
H 1.38999 0.02687 -1.46876 0.33
H 2.44150 -1.48842 -1.11287 0.25
H 2.24542 3.15005 0.71281 0.27
H 3.15053 2.07620 -0.53562 0.33
C -3.32707 -1.73715 -0.10224 -0.77
N -2.78483 -0.41424 -0.48719 -0.16
C -1.38338 -0.18746 0.03438 -1.01
H -4.29342 -1.89566 -0.56944 0.34
H -2.65229 -2.51475 -0.45855 0.35
H -3.31758 -1.81069 0.98147 0.34
H -3.32474 0.38786 -0.15469 0.37
H -2.73004 -0.29622 -1.50262 0.39
H -1.40957 -0.20133 1.12142 0.35
H -0.98142 0.74562 -0.34346 0.38
H -0.78293 -1.04361 -0.26261 0.43
```

LUMO level in Eh: -0.132
Frontier orbital gap in eV: 8.594
Total charge: +1


Which structure is the least stable? The one labeled entry one.


Entry one
This record from the OMol25 dataset describes 2 unconnected molecules or ions with the total composition C5H13N2. The level of theory is ωB97M-V/def2-TZVPD.

XYZ file:
```
20
Properties=species:S:1:pos:R:3:mulliken_charge:R:1
C 2.10342 -1.45479 0.02307 -0.63
C 2.29671 -0.15154 -0.24795 -0.35
C -0.56968 0.59797 1.40146 -1.01
C -1.37789 -0.12049 -0.74103 -0.42
C -0.57659 0.85961 -0.03495 0.43
N 0.10440 1.78247 -0.62803 -0.28
N -2.24211 -0.84554 0.12617 -0.60
H 2.21285 -2.17549 -0.83141 0.27
H 2.00524 -1.88928 1.00190 0.31
H 2.43062 0.15511 -1.26789 0.22
H 0.07378 1.06098 2.18313 0.34
H -1.62134 0.72432 1.78574 0.43
H -0.60162 -0.44745 1.43620 0.25
H -1.99131 0.49002 -1.38641 0.47
H -0.56570 -0.66902 -1.35098 0.25
H 0.18228 1.83551 -1.68248 0.29
H 0.75894 2.18020 -0.04330 0.36
H 2.15846 0.82576 0.26097 0.23
H -1.75404 -1.59993 0.42059 0.18
H -3.02643 -1.15840 -0.42481 0.26
```

LUMO level in Eh: -0.154
Frontier orbital gap in eV: 9.841
Total charge: +1


Entry two
This record from the OMol25 dataset describes a gas-phase ion, C5H13N2 (charge +1). The level of theory is ωB97M-V/def2-TZVPD.

XYZ file:
```
20
Properties=species:S:1:pos:R:3:mulliken_charge:R:1
C -1.78883 0.46030 -0.86948 -1.58
C -0.96217 0.70779 0.46413 0.34
C 0.00667 -0.36561 1.02920 -1.26
C 0.82041 -1.05754 -0.00761 0.86
C 2.07633 -0.48213 -0.34794 -1.15
N 0.64615 -2.43561 0.00664 -0.44
N -0.09746 1.91933 0.06588 -0.18
H -1.29663 0.26168 -1.74415 0.53
H -2.29326 -0.53293 -0.63430 0.32
H -2.59447 1.12741 -1.00069 0.47
H -1.72343 1.12005 1.12567 0.40
H -0.42397 -1.07880 1.70730 0.44
H 0.71297 0.24380 1.54430 0.44
H 2.45669 -0.82397 -1.23535 0.37
H 2.75275 0.35453 0.13288 0.22
H 1.24276 -3.06692 -0.44562 0.24
H -0.30472 -2.82780 -0.02833 0.22
H -0.03209 2.03040 -0.90247 0.35
H -0.02480 2.67303 0.67666 0.31
H 0.82709 1.77300 0.46327 0.09
```

LUMO level in Eh: -0.123
Frontier orbital gap in eV: 8.492
Total charge: +1


Which structure is the least stable? The one labeled entry two.


Entry one
This record from the OMol25 dataset describes a gas-phase ion, C5H13N2 (charge +1). The level of theory is ωB97M-V/def2-TZVPD.

XYZ file:
```
20
Properties=species:S:1:pos:R:3:mulliken_charge:R:1
C 2.50390 -0.72766 0.51177 -1.40
C 1.21300 -0.89391 -0.27331 0.46
C 0.05200 -0.27332 0.54459 -0.69
C -1.19169 -0.31142 -0.17999 -0.01
C -2.32854 0.59080 -0.01671 -0.80
N -2.15718 1.91509 0.47340 -0.47
N 1.31132 -0.08892 -1.52345 -0.57
H 2.53696 -1.25831 1.45929 0.37
H 2.63926 0.34137 0.68665 0.36
H 3.35248 -1.03089 -0.09846 0.37
H 0.96987 -1.93429 -0.49996 0.34
H -0.01688 -0.75435 1.52739 0.51
H 0.34585 0.76225 0.75316 0.41
H 1.56246 -0.65521 -2.33511 0.29
H -1.52790 -1.29767 -0.51632 0.34
H -2.95425 0.08558 0.74768 0.38
H -2.94663 0.55722 -0.92691 0.45
H -1.68274 2.59719 -0.09275 0.22
H -2.09827 2.02761 1.47256 0.23
H 0.41699 0.34884 -1.71351 0.21
```

LUMO level in Eh: -0.260
Frontier orbital gap in eV: 6.784
Total charge: +1


Entry two
This record from the OMol25 dataset describes 2 unconnected molecules or ions with the total composition C5H13N2. The level of theory is ωB97M-V/def2-TZVPD.

XYZ file:
```
20
Properties=species:S:1:pos:R:3:mulliken_charge:R:1
C 2.65246 0.88856 0.06462 0.09
C 1.44006 0.07512 0.12372 -0.43
C -0.24280 -0.13913 -0.00455 0.89
C 3.88453 0.04063 0.02510 -0.98
C -0.48597 -1.57760 -0.32200 -1.30
N -3.81179 0.69825 0.12718 -0.90
N -1.10663 0.83036 0.09894 -0.35
H 2.55156 2.00468 -0.07264 0.29
H 1.64121 -0.94683 0.16475 0.10
H 3.61929 -1.00032 0.02090 0.32
H 4.53617 0.23966 0.86010 0.32
H 4.54399 0.31461 -0.89070 0.26
H 0.06878 -1.77353 -1.20818 0.40
H -1.51440 -1.55067 -0.48160 0.37
H -0.11924 -2.32788 0.45648 0.35
H -3.81379 -0.30182 0.35866 0.29
H -4.10075 0.64774 -0.92081 0.32
H -2.26281 0.88767 -0.00421 0.39
H -4.42724 1.40045 0.54202 0.26
H -0.81959 1.81966 0.48873 0.31
```

LUMO level in Eh: -0.148
Frontier orbital gap in eV: 9.051
Total charge: +1


Entry three
This record from the OMol25 dataset describes 2 unconnected molecules or ions with the total composition C5H13N2. The level of theory is ωB97M-V/def2-TZVPD.

XYZ file:
```
20
Properties=species:S:1:pos:R:3:mulliken_charge:R:1
C -1.07163 -0.86144 1.27315 -0.57
C -0.17990 -1.91132 1.88270 0.07
C -0.30369 -3.25510 1.63383 -0.76
H -0.58265 -0.44948 0.39145 -0.07
H -2.06613 -1.30972 0.99879 0.33
H -1.21791 -0.02192 1.98637 0.25
H 0.46260 -1.62376 2.73261 0.29
H 0.26434 -4.06588 2.18937 0.24
H -0.98795 -3.60120 0.88182 0.25
C 0.36637 2.20430 -1.32226 -0.31
C 0.66309 0.94758 -1.77467 -0.21
N 0.10800 0.28998 -2.82271 -0.42
N 0.83763 2.52224 0.02165 -0.31
H -0.28910 2.95822 -1.75546 0.37
H 1.33986 0.35247 -1.17217 0.34
H 0.34815 -0.70884 -2.92000 0.25
H -0.61456 0.73067 -3.38774 0.21
H 0.11684 2.61734 0.76319 0.35
H 1.37476 3.39009 -0.01265 0.37
H 1.43187 1.79576 0.41273 0.34
```

LUMO level in Eh: -0.130
Frontier orbital gap in eV: 8.669
Total charge: +1


Entry four
This record from the OMol25 dataset describes a gas-phase ion, C5H13N2 (charge +1). The level of theory is ωB97M-V/def2-TZVPD.

XYZ file:
```
20
Properties=species:S:1:pos:R:3:mulliken_charge:R:1
C -1.67492 1.07994 1.19998 -0.70
C -0.78822 -0.09112 1.67783 -0.56
C -0.20612 -0.87226 0.45887 -0.79
C 0.85340 -0.31604 -0.14750 0.05
N 1.53450 -0.72672 -1.27386 -0.20
C 2.80368 -0.09226 -1.61934 -0.81
N -2.27824 0.72731 -0.12340 -0.27
H -1.13429 2.01412 1.08942 0.37
H -2.52027 1.25055 1.85412 0.41
H -1.53552 -0.73953 2.14276 0.34
H 0.06672 0.07479 2.32010 0.38
H -0.42230 -1.92810 0.53188 0.36
H 1.14562 0.71617 0.05053 0.21
H 1.55109 -1.73662 -1.32222 0.27
H 2.81789 0.07380 -2.69546 0.28
H 3.66503 -0.73560 -1.43684 0.28
H 2.95408 0.82017 -1.05858 0.33
H -2.90548 1.45516 -0.45541 0.37
H -1.57956 0.60351 -0.85232 0.31
H -2.70271 -0.19974 -0.02647 0.35
```

LUMO level in Eh: -0.123
Frontier orbital gap in eV: 8.550
Total charge: +1


Which structure is the least stable? The one labeled entry one.


Entry one
This record from the OMol25 dataset describes a molecular structure, C2H13NO3. The level of theory is ωB97M-V/def2-TZVPD.

XYZ file:
```
19
Properties=species:S:1:pos:R:3:mulliken_charge:R:1
H 0.38020 0.41000 1.33486 0.47
O 1.52440 0.20326 1.78976 -0.92
N -0.65991 0.23627 0.54845 -0.20
H 1.51554 0.90307 2.45864 0.23
H 0.06286 0.19783 -0.25285 0.26
C -1.52126 1.44610 0.44196 -0.82
H -0.96702 2.32439 0.69267 0.33
H -1.90419 1.51354 -0.61560 0.28
H -2.35080 1.34019 1.15986 0.30
C -1.36054 -1.04086 0.77486 -0.86
H -0.65522 -1.63752 1.39369 0.29
H -2.22922 -0.93104 1.40034 0.36
H -1.52142 -1.51787 -0.22382 0.26
O 2.39811 -0.99013 -0.51081 -0.64
H 3.23794 -0.58157 -0.81354 0.32
H 2.31150 -0.57335 0.37638 0.35
O 0.69586 -0.03850 -3.36432 -0.65
H 1.00440 -0.74664 -2.71255 0.32
H 0.03877 -0.51717 -3.87796 0.32
```

LUMO level in Eh: 0.022
Frontier orbital gap in eV: 10.013
Total charge: 0


Entry two
This record from the OMol25 dataset describes 4 unconnected molecules or ions with the total composition C2H13NO3. The level of theory is ωB97M-V/def2-TZVPD.

XYZ file:
```
19
Properties=species:S:1:pos:R:3:mulliken_charge:R:1
C 0.72267 -1.19231 -2.83236 -1.03
C -0.38929 -1.22519 -1.78936 -0.26
N 0.05043 -1.12141 -0.40342 -0.66
H 1.60181 -0.65832 -2.47442 0.31
H 1.13721 -2.17176 -3.04416 0.30
H 0.42388 -0.65577 -3.72065 0.30
H -1.20591 -0.51938 -1.94295 0.28
H -0.87879 -2.19934 -1.85288 0.27
H 0.20511 -2.03783 0.01753 0.20
H 0.79934 -0.63406 0.07105 0.28
H -0.16180 0.83765 2.91463 0.29
H -0.42158 0.58261 4.43615 0.31
O 0.11080 0.32152 3.68209 -0.63
H 0.43724 2.50740 1.12646 0.33
H 1.10099 2.73895 2.48572 0.33
O 1.07888 3.06482 1.57989 -0.65
H -1.01036 0.16092 0.41694 0.39
H -1.94841 1.48593 0.41479 0.32
O -1.65221 0.71558 0.91494 -0.67
```

LUMO level in Eh: 0.023
Frontier orbital gap in eV: 10.419
Total charge: 0


Which structure is the least stable? The one labeled entry one.


Entry one
This record from the OMol25 dataset describes C4H2ClNO in the gas phase. The level of theory is ωB97M-V/def2-TZVPD.

XYZ file:
```
9
Properties=species:S:1:pos:R:3:mulliken_charge:R:1
C -1.42233 0.64677 0.03499 0.03
C -2.07443 -0.54999 -0.24934 -0.24
C 0.18932 -0.74691 -0.24032 0.54
C 0.97643 -1.89051 -0.36033 -0.01
N -0.09632 0.40717 0.03014 -0.34
O 0.91752 -2.84599 0.37522 -0.38
Cl -3.76414 -0.71605 -0.05289 -0.14
H -1.92981 1.64556 0.35842 0.32
H 1.55197 -1.91101 -1.41531 0.21
```

LUMO level (alpha / beta) in Eh: -0.072 / -0.077
Frontier orbital gap (alpha / beta) in eV: 7.242 / 7.012
Total charge: 0


Entry two
This record from the OMol25 dataset describes C4H2ClNO in the gas phase. The level of theory is ωB97M-V/def2-TZVPD.

XYZ file:
```
9
Properties=species:S:1:pos:R:3:mulliken_charge:R:1
C -0.99537 -0.04340 -0.09182 0.19
C -0.27564 -1.19951 0.00571 -0.36
C 1.30809 0.22494 -0.16379 -0.17
C -0.01465 1.08016 -0.16827 0.57
H -0.65573 -2.16014 0.12921 0.48
H 2.34902 0.76129 0.21961 0.28
N 1.20859 -0.98624 0.02734 -0.36
O -0.15767 2.25203 0.07189 -0.47
Cl -2.76665 0.07087 -0.02990 -0.17
```

LUMO level in Eh: -0.056
Frontier orbital gap in eV: 8.478
Total charge: 0


Which structure is the least stable? The one labeled entry one.


Entry one
This record from the OMol25 dataset describes a gas-phase ion, C9H16N (charge +1). The level of theory is ωB97M-V/def2-TZVPD.

XYZ file:
```
26
Properties=species:S:1:pos:R:3:mulliken_charge:R:1
C 1.61286 0.18172 -1.26467 -0.75
C 1.00830 0.82959 -0.12195 -0.33
C 1.30967 -1.04925 -1.78606 -0.65
C 0.05289 -1.66755 -1.01981 0.40
C -0.04201 0.89680 0.93697 1.61
C -1.19219 -1.73360 -1.96497 -1.43
C -0.83836 2.30871 0.63211 -1.43
C 0.70349 1.18434 2.24577 -1.51
C -0.35374 -1.32220 0.60357 -1.35
N -0.95264 -0.17448 1.28495 -0.22
H 2.40765 0.73089 -1.67496 0.46
H 1.65268 1.66849 0.07357 0.37
H 0.34999 -2.74443 -1.01527 0.38
H -1.10480 -2.56582 -2.62563 0.44
H -1.28176 -0.83933 -2.77213 0.26
H -2.01643 -1.82909 -1.38456 0.45
H -0.14804 3.04711 0.70373 0.48
H -1.68304 2.42041 1.34069 0.40
H -1.36043 2.30981 -0.37398 0.35
H 1.29063 0.37329 2.47600 0.41
H -0.03444 1.36962 2.92930 0.46
H 1.30475 2.16595 2.16428 0.36
H 1.73379 -1.51726 -2.58478 0.57
H 0.58178 -1.53957 1.06556 0.42
H -1.04477 -2.23475 0.88663 0.51
H -1.95582 -0.26942 1.24566 0.32
```

LUMO level (alpha / beta) in Eh: -0.230 / -0.230
Frontier orbital gap (alpha / beta) in eV: 6.925 / 6.924
Total charge: +1


Entry two
This record from the OMol25 dataset describes 2 unconnected molecules or ions with the total composition C9H16N. The level of theory is ωB97M-V/def2-TZVPD.

XYZ file:
```
26
Properties=species:S:1:pos:R:3:mulliken_charge:R:1
C -0.04407 2.63303 2.47413 -0.35
C -0.03037 2.24983 1.31363 -0.25
C -0.26205 2.51709 -1.20593 -0.70
C -0.14508 2.15227 -0.01134 0.96
C 0.09320 -2.39005 0.13831 -1.35
C -1.50732 -0.38485 0.29379 -1.39
C -0.41873 -1.05504 -1.92756 -1.55
C 1.59391 -0.07310 1.06467 -1.30
C -0.21091 -0.94814 -0.43355 0.88
N 0.85360 0.08877 -0.15900 -0.08
H 0.35442 2.71329 3.38674 0.44
H -0.10872 1.80310 -1.99702 0.23
H -0.68108 3.54327 -1.47120 0.30
H 0.01990 -2.26660 1.28062 0.37
H -0.89597 -2.89596 -0.17765 0.38
H 1.04671 -2.91514 -0.15300 0.35
H -2.19550 -1.21541 0.05541 0.53
H -1.82934 0.45425 -0.41346 0.36
H -1.30844 -0.01103 1.29636 0.28
H -0.28913 -0.17512 -2.50260 0.34
H 0.31741 -1.78299 -2.21152 0.50
H -1.40061 -1.49325 -2.19815 0.36
H 2.15469 -0.95923 1.16890 0.42
H 2.38779 0.60772 1.29677 0.48
H 1.08041 -0.00782 2.01074 0.44
H 1.42529 -0.18888 -0.91807 0.33
```

LUMO level (alpha / beta) in Eh: -0.211 / -0.211
Frontier orbital gap (alpha / beta) in eV: 8.322 / 8.322
Total charge: +1


Which structure is the least stable? The one labeled entry two.